Record 1
Computed, not measured: a 2-piece molecular cluster, C5H9NO3 overall at a distorted geometry, with ωB97M-V with the def2-TZVPD basis set.

Last column: Mulliken charge in e.
Cartesian coordinates (Å):
C (1.115, -1.763, -0.324)  -0.35
C (0.087, 1.480, 0.771)  -0.54
C (-1.621, 0.763, -1.075)  -1.17
C (2.122, -0.870, -0.300)  0.39
C (-0.146, 0.914, -0.759)  0.90
N (0.234, -2.009, 0.723)  -0.33
O (-0.915, 1.331, 1.746)  -0.55
O (3.291, -0.686, -0.426)  -0.43
O (0.586, 1.261, -1.671)  -0.54
H (-0.887, 0.467, 2.172)  0.32
H (0.733, -1.880, -1.333)  0.28
H (0.651, -1.961, 1.650)  0.22
H (-0.338, -2.830, 0.559)  0.21
H (1.019, 1.043, 1.141)  0.28
H (0.211, 2.555, 0.619)  0.37
H (-1.917, 1.289, -1.979)  0.36
H (-2.294, 1.171, -0.323)  0.32
H (-1.929, -0.276, -1.191)  0.27

Results
Energy above the lowest of the compared OMol25 structures with the same formula, charge and spin (eV): 4.510
F_max (eV Å⁻¹): 4.3
Calculated total energy (eV): -12960.1967
SMILES string: CC(=O)CO.NC=C=O

***

Record 2
Computed, not measured: C25H46BNP2Pm as an isolated structure at a distorted geometry, with ωB97M-V with the def2-TZVPD basis set.

Last column: Mulliken charge in e.
Cartesian coordinates (Å):
Pm (1.554, -0.894, 1.357)  1.27
C (0.460, -0.521, 3.784)  1.01
C (-0.371, -1.329, 2.937)  0.26
C (1.598, -2.507, 3.397)  -0.08
C (1.679, -1.227, 4.013)  0.37
C (0.322, -2.575, 2.750)  0.52
C (0.077, 0.700, 4.544)  -1.29
H (-0.993, 0.903, 4.451)  0.40
H (0.652, 1.582, 4.238)  -0.01
H (0.278, 0.521, 5.614)  0.46
C (2.738, -0.758, 4.935)  -1.26
H (2.311, -0.347, 5.859)  0.26
H (3.338, 0.042, 4.482)  0.20
H (3.400, -1.590, 5.211)  0.38
C (2.581, -3.619, 3.549)  -1.50
H (3.147, -3.536, 4.487)  0.39
H (3.312, -3.606, 2.727)  0.25
H (2.096, -4.607, 3.535)  0.40
C (-0.179, -3.761, 2.016)  -0.99
H (0.513, -4.614, 2.203)  0.35
H (-0.217, -3.564, 0.921)  0.19
H (-1.214, -4.053, 2.332)  0.29
C (-1.693, -0.956, 2.369)  -1.08
H (-2.383, -1.810, 2.445)  0.45
H (-1.648, -0.673, 1.307)  -0.02
H (-2.105, -0.098, 2.909)  0.29
C (-1.483, 3.296, 0.849)  -0.46
C (-2.456, 2.795, 1.637)  -0.79
C (-3.762, 2.150, 1.247)  -0.42
C (-3.926, 1.937, -0.279)  -0.85
C (-3.311, 0.629, -0.671)  -0.44
C (-2.049, 0.468, -1.103)  -0.79
C (-0.851, 1.202, -0.499)  1.35
C (-1.021, 2.741, -0.478)  -1.09
H (-4.591, 2.800, 1.583)  0.43
H (-3.465, 2.756, -0.838)  0.28
H (-3.904, 1.195, 1.793)  0.24
H (-1.653, 3.077, -1.322)  0.27
H (-0.963, 4.238, 1.146)  0.43
H (-2.380, 2.998, 2.714)  0.46
H (-0.033, 3.189, -0.678)  0.41
H (-0.659, 0.857, 0.547)  -0.84
H (-1.832, -0.361, -1.798)  0.36
H (0.074, 0.954, -1.069)  0.11
H (-4.996, 1.940, -0.540)  0.49
H (-3.984, -0.237, -0.538)  0.35
P (0.145, 0.708, -3.621)  0.92
P (1.291, -2.116, -3.939)  0.43
C (0.518, 0.231, -5.419)  -0.93
C (1.448, -0.993, -5.455)  -0.98
H (1.016, 1.085, -5.918)  0.46
H (-0.429, 0.041, -5.961)  0.41
H (1.308, -1.613, -6.360)  0.51
H (2.513, -0.696, -5.434)  0.39
C (2.299, -3.445, -4.707)  -1.22
H (2.225, -4.354, -4.107)  0.37
H (3.341, -3.115, -4.706)  0.36
H (2.004, -3.656, -5.739)  0.35
C (-0.393, -2.772, -4.201)  -1.05
H (-0.642, -2.975, -5.251)  0.36
H (-1.159, -2.105, -3.786)  0.24
H (-0.468, -3.716, -3.639)  0.39
C (1.214, 2.209, -3.492)  -1.41
H (1.315, 2.438, -2.425)  0.25
H (0.782, 3.076, -4.014)  0.37
H (2.203, 1.980, -3.904)  0.43
C (-1.509, 1.517, -3.853)  -1.18
H (-1.722, 1.693, -4.919)  0.56
H (-1.564, 2.464, -3.270)  0.21
H (-2.257, 0.805, -3.449)  0.30
B (2.493, 3.330, 3.251)  0.13
C (2.281, 2.208, 2.243)  0.21
N (2.095, 1.281, 1.533)  -0.62
H (1.428, 3.888, 3.424)  -0.07
H (3.298, 4.072, 2.759)  -0.09
H (2.917, 2.803, 4.282)  -0.08

Results
Net charge: +1
2S+1: 5
Energy above the lowest of the compared OMol25 structures with the same formula, charge and spin (eV): 2.212
F_max (eV Å⁻¹): 1.6
Calculated total energy (eV): -63960.5436

***

Record 3
Computed, not measured: a 12-piece molecular cluster, C55H145N11O17 overall at a distorted geometry, with ωB97M-V with the def2-TZVPD basis set.

Last column: Mulliken charge in e.
Cartesian coordinates (Å):
C (-0.469, 4.883, -9.334)  -0.71
O (-1.273, 5.069, -8.204)  -0.42
C (-1.422, 3.933, -7.402)  0.35
C (-2.351, 4.405, -6.217)  -1.14
N (-2.134, 3.598, -4.973)  1.48
C (-2.988, 3.991, -3.813)  -0.93
C (-2.610, 5.311, -3.153)  -0.45
O (-3.413, 5.348, -2.032)  -0.22
C (-3.505, 6.700, -1.460)  -0.99
H (0.549, 4.578, -9.093)  0.24
H (-0.438, 5.746, -10.000)  0.34
H (-0.890, 4.028, -9.864)  0.32
H (-0.492, 3.576, -6.959)  -0.36
H (-1.854, 3.087, -7.937)  0.32
H (-3.409, 4.364, -6.476)  0.43
H (-2.143, 5.409, -5.845)  0.45
H (-2.242, 2.637, -5.262)  -0.79
H (-2.915, 3.150, -3.124)  0.21
H (-4.004, 4.036, -4.206)  0.36
H (-2.827, 6.154, -3.809)  0.56
H (-1.556, 5.399, -2.887)  0.33
H (-4.074, 7.337, -2.137)  0.40
H (-2.579, 7.274, -1.423)  0.34
H (-3.923, 6.708, -0.453)  0.28
C (3.850, 1.589, -0.823)  -0.26
O (4.346, 2.295, 0.289)  -0.50
C (3.984, 1.770, 1.597)  0.36
C (4.460, 2.734, 2.697)  -0.52
N (5.859, 2.585, 2.739)  -0.25
C (6.433, 3.424, 3.816)  -0.62
C (7.971, 3.374, 3.924)  -0.62
O (8.478, 4.295, 2.970)  -0.28
C (9.895, 4.618, 3.029)  -0.75
H (2.798, 1.870, -0.869)  -0.05
H (4.077, 0.527, -0.724)  0.19
H (4.440, 2.006, -1.639)  0.37
H (4.477, 0.813, 1.774)  0.12
H (2.911, 1.583, 1.627)  -0.42
H (3.994, 2.329, 3.595)  0.05
H (4.116, 3.760, 2.571)  0.51
H (6.158, 2.913, 1.831)  0.28
H (5.981, 3.053, 4.736)  0.38
H (6.045, 4.438, 3.713)  0.34
H (8.351, 2.371, 3.731)  0.31
H (8.192, 3.601, 4.967)  0.42
H (10.412, 3.713, 2.710)  0.30
H (10.164, 4.987, 4.019)  0.29
H (10.192, 5.345, 2.272)  0.24
C (-1.040, -3.985, 4.121)  -0.33
O (-0.214, -3.699, 5.293)  -0.30
C (0.346, -4.862, 5.922)  -0.72
C (-0.596, -5.319, 7.038)  -0.45
N (0.271, -6.057, 7.976)  -0.28
C (-0.410, -6.456, 9.220)  -1.02
C (-1.885, -6.924, 9.194)  -0.43
O (-2.126, -8.008, 8.292)  -0.32
C (-3.411, -8.658, 8.337)  -0.74
H (-0.429, -4.194, 3.242)  0.17
H (-1.646, -3.109, 3.889)  -0.04
H (-1.797, -4.749, 4.295)  0.39
H (1.347, -4.607, 6.268)  0.40
H (0.629, -5.578, 5.150)  0.37
H (-1.462, -5.851, 6.646)  0.30
H (-0.962, -4.438, 7.567)  0.29
H (0.697, -6.860, 7.535)  0.30
H (-0.232, -5.766, 10.045)  0.32
H (0.094, -7.380, 9.504)  0.44
H (-2.488, -6.066, 8.896)  0.32
H (-2.104, -7.184, 10.229)  0.50
H (-3.471, -9.463, 7.605)  0.24
H (-4.196, -7.951, 8.069)  0.30
H (-3.611, -9.066, 9.328)  0.29
C (2.751, -1.329, -4.432)  -0.81
O (1.951, -0.717, -5.412)  -0.37
C (1.907, 0.716, -5.267)  -0.39
C (1.315, 1.438, -6.473)  0.13
N (2.093, 1.105, -7.678)  -0.46
C (1.470, 1.778, -8.879)  -0.03
C (2.224, 1.492, -10.184)  -0.66
O (2.078, 0.133, -10.582)  -0.31
C (2.576, -0.008, -11.910)  -0.76
H (2.536, -2.397, -4.424)  0.22
H (2.636, -0.872, -3.449)  0.16
H (3.786, -1.233, -4.759)  0.58
H (2.906, 1.093, -5.050)  0.70
H (1.366, 0.909, -4.340)  -0.01
H (1.341, 2.506, -6.256)  0.17
H (0.265, 1.149, -6.489)  -0.19
H (2.175, 0.106, -7.804)  0.32
H (1.499, 2.856, -8.719)  -0.11
H (0.421, 1.504, -8.984)  0.25
H (3.232, 1.893, -10.084)  0.35
H (1.751, 2.123, -10.937)  0.43
H (1.743, 0.276, -12.553)  0.29
H (2.814, -1.049, -12.128)  0.25
H (3.494, 0.550, -12.094)  0.31
C (2.014, 3.747, 5.919)  -0.83
O (1.547, 3.567, 4.562)  -0.18
C (0.436, 2.745, 4.475)  -1.08
C (0.048, 2.683, 3.035)  2.88
N (-0.420, 3.941, 2.580)  -0.23
C (-0.430, 4.014, 1.132)  0.17
C (-0.826, 5.374, 0.593)  0.14
O (0.019, 6.435, 1.029)  -0.39
C (-0.441, 7.732, 0.849)  -0.79
H (2.720, 4.574, 5.989)  0.25
H (2.437, 2.809, 6.279)  0.26
H (1.207, 4.050, 6.586)  0.34
H (-0.366, 3.091, 5.126)  0.53
H (0.704, 1.723, 4.743)  0.36
H (-0.788, 2.019, 2.813)  -0.79
H (0.928, 2.301, 2.519)  -1.87
H (0.121, 4.671, 3.022)  0.50
H (-1.088, 3.286, 0.659)  -0.26
H (0.542, 3.796, 0.689)  0.05
H (-1.821, 5.614, 0.967)  0.20
H (-0.950, 5.365, -0.490)  -0.20
H (0.350, 8.388, 1.214)  0.30
H (-1.254, 7.874, 1.560)  0.34
H (-0.644, 8.049, -0.174)  0.22
C (0.885, 4.039, -2.740)  0.34
O (0.627, 4.588, -4.015)  -0.56
H (1.352, 3.056, -2.686)  0.00
H (1.575, 4.700, -2.215)  0.36
H (-0.018, 4.016, -2.129)  -0.48
H (-0.152, 4.167, -4.385)  -0.06
C (-4.222, -0.834, -5.942)  -1.63
C (-3.111, 0.166, -5.533)  0.09
C (-1.779, -0.490, -5.327)  0.24
O (-1.888, -1.492, -4.291)  -0.48
C (-0.627, -2.071, -3.906)  -0.11
N (-3.039, 1.085, -6.662)  -0.44
H (-3.989, -1.535, -6.744)  0.37
H (-5.135, -0.251, -6.064)  0.49
H (-4.389, -1.437, -5.049)  0.35
H (-3.477, 0.659, -4.632)  0.17
H (-1.128, 0.303, -4.959)  -0.55
H (-1.433, -0.887, -6.281)  0.44
H (0.024, -1.322, -3.455)  -0.19
H (-0.121, -2.398, -4.814)  0.42
H (-0.859, -2.923, -3.267)  0.08
H (-3.884, 1.633, -6.589)  0.28
H (-3.093, 0.567, -7.528)  0.33
C (0.545, -7.242, -0.673)  -1.53
C (1.280, -5.885, -0.269)  0.39
C (1.429, -4.951, -1.549)  -0.96
O (1.963, -3.682, -1.296)  -0.06
C (3.394, -3.765, -1.135)  -1.11
N (0.332, -5.318, 0.755)  -0.39
H (0.710, -7.965, 0.125)  0.37
H (1.017, -7.585, -1.594)  0.39
H (-0.537, -7.241, -0.807)  0.39
H (2.230, -5.997, 0.255)  0.29
H (0.473, -4.801, -2.050)  0.09
H (2.054, -5.511, -2.245)  0.53
H (3.806, -2.829, -0.758)  0.22
H (3.949, -4.146, -1.992)  0.37
H (3.758, -4.496, -0.413)  0.30
H (0.326, -4.308, 0.740)  0.06
H (-0.634, -5.545, 0.568)  0.18
C (-3.452, -3.659, 1.480)  -0.39
C (-4.793, -3.292, 2.194)  1.03
C (-6.030, -4.018, 1.658)  -1.22
O (-6.079, -3.879, 0.175)  -0.26
C (-7.010, -4.752, -0.423)  -0.84
N (-4.616, -3.537, 3.652)  -0.56
H (-2.666, -2.925, 1.658)  -0.45
H (-3.545, -3.700, 0.394)  0.54
H (-3.086, -4.656, 1.721)  0.37
H (-4.957, -2.235, 1.988)  -0.48
H (-6.888, -3.600, 2.185)  0.42
H (-5.957, -5.071, 1.929)  0.41
H (-6.967, -4.633, -1.505)  0.25
H (-8.032, -4.495, -0.146)  0.29
H (-6.647, -5.770, -0.280)  0.34
H (-4.605, -4.534, 3.814)  0.34
H (-5.379, -3.163, 4.198)  0.22
C (3.116, -3.584, 4.040)  -1.76
C (2.497, -2.232, 3.653)  1.79
C (2.886, -1.132, 4.659)  -0.60
O (4.292, -1.250, 5.000)  -0.40
C (4.737, -0.279, 5.902)  -0.55
N (3.096, -2.036, 2.307)  -0.51
H (2.563, -4.371, 3.526)  0.52
H (2.890, -3.724, 5.097)  0.33
H (4.190, -3.709, 3.905)  0.27
H (1.415, -2.312, 3.549)  -0.77
H (2.287, -1.223, 5.564)  0.62
H (2.541, -0.155, 4.322)  0.09
H (5.815, -0.412, 5.992)  0.28
H (4.229, -0.337, 6.864)  0.33
H (4.631, 0.752, 5.563)  0.05
H (3.062, -2.956, 1.892)  -0.15
H (4.066, -1.771, 2.404)  0.46
C (-5.048, 0.622, 4.264)  -1.74
C (-4.488, 0.258, 2.892)  0.61
C (-3.853, 1.500, 2.182)  0.24
O (-4.893, 2.483, 2.027)  -0.45
C (-4.531, 3.733, 1.360)  -0.54
N (-3.373, -0.682, 3.137)  -0.34
H (-4.399, 1.208, 4.915)  0.28
H (-5.330, -0.298, 4.774)  0.46
H (-6.013, 1.119, 4.168)  0.37
H (-5.288, -0.148, 2.273)  0.36
H (-3.374, 1.255, 1.234)  -0.04
H (-3.029, 1.908, 2.768)  -0.01
H (-3.951, 3.621, 0.444)  0.09
H (-4.016, 4.478, 1.966)  0.28
H (-5.506, 4.102, 1.040)  0.36
H (-2.879, -0.833, 2.269)  -0.07
H (-3.816, -1.546, 3.414)  0.14
C (-0.625, -0.709, 1.389)  0.46
C (-0.073, -1.346, 0.156)  -0.22
C (0.797, -0.290, -0.650)  0.41
O (0.122, 0.916, -0.721)  1.54
C (-1.067, 1.014, -1.493)  -0.05
N (0.600, -2.456, 0.735)  1.70
H (-1.080, -1.375, 2.122)  0.40
H (-1.312, 0.118, 1.209)  -1.36
H (0.228, -0.171, 1.803)  -0.38
H (-0.854, -1.703, -0.516)  0.72
H (0.970, -0.641, -1.668)  -1.61
H (1.736, -0.288, -0.096)  -0.03
H (-0.952, 0.848, -2.565)  -0.35
H (-1.391, 2.052, -1.429)  -0.41
H (-1.867, 0.392, -1.090)  0.31
H (1.282, -2.051, 1.361)  -1.09
H (1.163, -2.870, 0.005)  0.70

Results
Energy above the lowest of the compared OMol25 structures with the same formula, charge and spin (eV): 0.000
F_max (eV Å⁻¹): 3.8
Calculated total energy (eV): -110571.3345
SMILES string: COC[C@H](C)N.COC[C@H](C)N.COC[C@H](C)N.COC[C@H](C)N.COC[C@H](C)N.COC[C@H](C)N.COCCNCCOC.COCCNCCOC.COCCNCCOC.COCCNCCOC.COCCNCCOC.CO